DFT (ωB97M-V/def2-TZVPD) results for an isolated molecule of C16H19N3O2.

XYZ file:
```
40
Properties=species:S:1:pos:R:3:forces:R:3
C -5.11553 4.11199 -3.00309 0.315 -0.230 0.237
C -3.86213 3.35306 -2.59686 -0.039 0.134 -0.395
O -3.98690 3.02238 -1.22705 -0.074 -0.024 0.214
C -2.98816 2.34322 -0.61355 0.167 -0.131 0.165
C -1.81244 1.91851 -1.22777 -0.312 0.232 -0.265
C -0.85988 1.23268 -0.49864 0.015 -0.124 0.419
C -1.05791 0.95706 0.85162 -0.126 0.242 -0.689
C -2.23998 1.38262 1.46671 0.185 -0.059 -0.126
C -3.18790 2.06402 0.74396 -0.056 0.089 -0.212
H -4.10453 2.40013 1.20185 -0.104 0.033 0.071
H -2.38571 1.16490 2.51232 -0.059 -0.003 0.118
C -0.06992 0.24654 1.62149 -0.073 -0.324 1.287
N -0.13825 -0.06783 2.87334 -0.554 0.465 -0.610
C 1.02566 -0.73447 3.16210 0.602 0.054 -1.569
C 1.78504 -0.79237 2.00051 -0.179 -0.140 1.292
N 3.03382 -1.26577 1.78186 -0.085 0.143 -0.036
H 3.39042 -1.85602 2.51888 -0.080 0.104 0.028
C 3.49507 -1.55065 0.44067 -0.248 -0.228 -0.336
H 4.58225 -1.64951 0.48170 -0.023 0.041 -0.076
H 3.24639 -0.68724 -0.18134 0.158 -0.048 -0.003
C 2.87717 -2.81943 -0.17095 0.260 0.022 -0.002
C 3.22936 -4.05344 0.65651 -0.206 0.235 -0.095
H 2.82040 -4.94633 0.19012 -0.017 -0.122 0.011
H 4.30942 -4.16872 0.72631 0.159 -0.050 0.012
H 2.82005 -3.98573 1.66259 -0.012 -0.067 0.111
C 3.36344 -2.97863 -1.60832 -0.196 0.076 0.232
H 2.91110 -3.85482 -2.06581 -0.001 -0.081 -0.095
H 4.44441 -3.09928 -1.63112 0.158 -0.029 -0.047
H 3.10128 -2.10724 -2.20379 0.004 0.084 -0.130
H 1.78791 -2.69878 -0.17837 0.032 0.041 0.016
O 1.09819 -0.17754 1.02340 0.231 -0.077 -0.081
C 1.36667 -1.27656 4.40228 0.116 -0.198 0.352
N 1.69857 -1.75790 5.39139 0.141 -0.146 0.321
H 0.04952 0.90735 -0.98126 0.061 -0.013 -0.057
H -1.62867 2.11695 -2.27208 -0.023 0.033 -0.076
H -3.76060 2.43859 -3.19775 0.059 0.091 0.096
H -2.97221 3.97831 -2.75396 -0.054 -0.130 0.032
H -5.05822 4.38674 -4.05241 -0.012 0.036 -0.105
H -5.99274 3.49136 -2.84302 -0.103 -0.038 -0.024
H -5.21450 5.01186 -2.40246 -0.029 0.107 0.017
```
Positions in Å, forces in eV/Å.

## Properties
* SMILES: CCOc1ccc(-c2nc(C#N)c(NCC(C)C)o2)cc1
* ΔE to the lowest compared entry with this formula, charge and spin: 118.0 kJ/mol
* frontier orbital gap: 8.19 eV
* E: -935.8354 hartree

---

DFT (ωB97M-V/def2-TZVPD) results for an isolated molecule of C3H7ClS.

XYZ file:
```
12
Properties=species:S:1:pos:R:3:forces:R:3
C 1.16350 2.06988 -0.39577 -2.052 -1.707 0.658
C 0.78287 0.61038 -0.00112 2.008 -0.492 2.459
C -0.71998 0.67233 0.80196 1.907 -4.238 -7.891
H 2.21253 2.09532 -0.63844 0.088 0.299 -0.957
H 1.15071 2.41506 0.68993 -0.479 0.859 -1.646
H 0.34786 2.41062 -1.18941 2.088 0.069 1.944
H 1.87068 0.08021 0.42445 -3.533 1.750 0.082
H -0.95913 1.41851 1.44772 -0.277 1.826 2.171
H -1.26086 0.81912 -0.29295 0.621 0.391 3.014
H -0.86666 -1.61634 -0.12702 -0.702 0.939 1.960
S -1.18573 -1.06815 1.15013 -0.355 -0.296 0.251
Cl 0.53637 -0.62633 -1.24393 0.685 0.600 -2.045
```
Positions in Å, forces in eV/Å.

## Properties
* SMILES: C[C@H](Cl)CS
* ΔE to the lowest compared entry with this formula, charge and spin: 261.9 kJ/mol
* frontier orbital gap: 9.63 eV
* E: -976.7743 hartree

---

DFT (ωB97M-V/def2-TZVPD) results for a cluster of 5 separate species, C50H69Br2Cl2N6O2S2 in total.

XYZ file:
```
133
Properties=species:S:1:pos:R:3:forces:R:3
C -1.30839 -1.13922 5.42303 -0.222 -0.474 -0.597
C -2.59217 -0.73328 4.74981 0.348 0.226 0.273
C -3.79810 -1.35344 5.06359 -0.007 0.437 -0.448
C -4.95690 -0.95656 4.40613 0.114 -0.015 -0.024
C -4.91924 0.03052 3.42967 0.240 -0.135 0.343
C -3.71238 0.65603 3.11190 -0.172 0.003 0.018
C -3.76938 1.74698 2.04411 0.182 -0.466 0.021
C -2.42916 1.90684 1.32745 -0.311 -0.150 1.322
C -1.39196 2.81453 1.96249 0.471 -0.175 -0.846
O -0.13625 2.22718 1.62807 -0.224 0.420 0.141
C 0.05492 2.38455 0.25641 0.266 -0.608 -0.227
C 1.47914 1.90789 -0.14983 -0.445 0.842 0.833
Br 2.10109 0.54041 1.07216 0.068 -0.262 -0.342
C 2.45661 3.08464 -0.19658 0.544 -0.967 0.110
C 3.84083 2.59971 -0.65472 -0.349 0.499 -0.119
Br 2.64089 3.96740 1.52894 -0.255 0.308 -0.155
C -1.02476 1.67786 -0.62038 1.413 -0.243 -1.466
O -0.74419 2.23149 -1.87934 -0.426 0.227 0.201
C -0.87270 0.16457 -0.72324 -0.718 -0.360 0.490
C -1.96097 -0.56417 -1.51955 0.157 -0.416 0.688
C -1.64841 -2.07683 -1.49059 0.438 -0.082 0.046
S -1.61740 -2.73718 -3.18176 -0.145 -0.079 -0.257
C -0.07720 -3.62906 -3.34837 0.685 -0.303 -0.292
S 0.90145 -3.18792 -4.55562 0.009 0.051 -0.209
N 0.25870 -4.75093 -2.53344 -1.412 1.249 1.251
C -0.94520 -5.45978 -2.11525 -0.107 -0.604 -0.370
C -1.59531 -5.25982 -0.90428 0.115 0.076 0.104
C -2.74121 -5.97517 -0.59119 0.041 -0.116 -0.294
C -3.26712 -6.88821 -1.50192 0.195 0.121 -0.072
C -2.63271 -7.07439 -2.72197 0.136 0.138 0.010
C -1.47345 -6.37228 -3.02307 0.079 0.243 0.198
C 1.18261 -4.47067 -1.45261 0.676 -0.094 0.019
C 1.39924 -5.45321 -0.48420 -0.151 -0.219 -0.207
C 2.30262 -5.27166 0.54885 0.139 0.408 0.024
C 3.04276 -4.09582 0.64235 -0.441 -0.123 -0.449
C 2.83934 -3.11625 -0.32257 0.191 -0.240 0.326
C 1.92183 -3.29259 -1.35232 -0.004 0.064 0.114
N -2.45564 2.06701 -0.16999 0.065 0.238 0.586
C -2.90638 3.35572 -0.79221 -0.903 0.303 -0.025
Cl -3.53977 2.88241 -2.40356 0.138 0.129 -0.034
C -4.06244 4.15716 -0.16638 -0.576 -0.054 -0.517
C -5.44877 3.48626 -0.11002 0.203 0.160 0.334
Cl -3.64007 5.02210 1.33154 0.094 -0.005 0.063
C -2.55392 0.28291 3.78951 -0.648 -0.288 -0.122
H -0.59309 -0.32391 5.43104 0.050 0.117 0.293
H -0.86259 -1.92911 4.81419 0.140 -0.085 0.036
H -1.48498 -1.56905 6.40319 0.073 0.204 0.221
H -3.83080 -2.13532 5.80512 0.042 -0.066 0.161
H -5.89470 -1.43049 4.65621 -0.105 -0.024 -0.026
H -5.83772 0.31889 2.93783 -0.043 0.062 -0.120
H -4.11932 2.65332 2.52696 -0.117 0.255 -0.321
H -4.49793 1.37736 1.32555 -0.278 0.303 -0.056
H -1.98582 0.92381 1.46684 0.119 -0.149 -0.363
H -1.38070 3.82278 1.55345 -0.287 0.185 0.270
H -1.52673 2.83917 3.03524 0.132 0.000 0.163
H 0.01264 3.43773 -0.04743 -0.129 0.202 0.221
H 1.46390 1.52847 -1.16249 -0.001 -0.332 -0.078
H 2.04698 3.79725 -0.90458 -0.068 0.278 0.066
H 4.52570 2.54747 0.18020 0.109 -0.108 0.086
H 3.77523 1.61682 -1.10984 0.032 -0.109 -0.114
H 4.22888 3.31303 -1.37407 0.237 0.007 -0.078
H -1.21884 1.75693 -2.57373 0.107 -0.059 -0.053
H 0.08941 -0.05535 -1.17008 0.197 0.199 -0.118
H -0.82885 -0.29738 0.26304 0.044 0.085 0.148
H -2.91395 -0.45275 -0.99619 -0.283 0.151 -0.297
H -2.04256 -0.23347 -2.55210 -0.137 0.190 -0.065
H -2.33158 -2.61988 -0.84550 -0.251 -0.052 -0.121
H -0.65966 -2.22107 -1.06207 0.153 -0.106 -0.010
H -1.19920 -4.55116 -0.19093 0.094 -0.039 0.088
H -3.21209 -5.81959 0.36700 -0.100 0.002 0.086
H -4.15549 -7.45620 -1.27468 -0.097 -0.008 0.108
H -3.02414 -7.76729 -3.45080 -0.090 -0.101 -0.001
H -0.96690 -6.50222 -3.96742 0.045 -0.105 -0.103
H 0.84251 -6.37667 -0.55141 0.032 -0.082 0.036
H 2.43761 -6.03918 1.29573 -0.043 -0.175 -0.030
H 3.75796 -3.95711 1.43553 0.105 0.063 0.087
H 3.43173 -2.21442 -0.27009 -0.033 0.178 -0.087
H 1.82585 -2.48667 -2.06210 -0.091 -0.027 -0.196
H -3.12145 1.36202 -0.49745 0.193 -0.085 -0.203
H -2.07852 4.03438 -0.93516 0.391 -0.220 -0.012
H -4.18336 4.96019 -0.88393 0.277 0.196 -0.088
H -5.89240 3.68285 0.85914 -0.069 -0.227 0.144
H -6.10557 3.93637 -0.84433 -0.013 0.026 -0.197
H -5.42064 2.42080 -0.30729 -0.029 -0.130 0.076
H -1.60569 0.74875 3.56316 0.165 -0.012 0.081
C 8.12078 1.62239 2.02420 0.007 0.003 -0.009
C 8.57920 1.28966 0.60905 0.041 0.028 0.224
C 7.44363 1.37661 -0.41747 0.130 -0.082 0.092
C 6.37028 0.43173 -0.09948 0.312 0.370 -0.186
N 5.52636 -0.29535 0.16338 -0.357 -0.380 0.086
H 7.37004 0.91341 2.37688 -0.026 0.008 -0.028
H 8.96089 1.58062 2.71663 0.001 0.020 0.001
H 7.69336 2.62586 2.07214 -0.003 0.000 -0.001
H 9.00928 0.28672 0.59149 -0.003 -0.004 -0.073
H 9.36840 1.98127 0.31137 -0.034 -0.002 -0.093
H 7.81284 1.14976 -1.41816 -0.040 0.007 -0.029
H 7.02391 2.38541 -0.43352 -0.027 0.009 0.003
C 6.55243 8.09668 -2.84052 0.010 -0.024 -0.015
C 6.00506 6.82078 -3.46953 0.111 0.191 -0.012
C 5.04123 6.06741 -2.54429 0.153 0.052 -0.081
C 5.70707 5.66255 -1.30395 -0.306 0.119 -0.412
N 6.24790 5.34754 -0.34625 0.249 -0.231 0.420
H 7.13588 7.88094 -1.94469 -0.034 -0.013 0.022
H 7.20664 8.61535 -3.54015 -0.017 0.016 -0.005
H 5.74489 8.77790 -2.56605 0.007 0.007 0.007
H 6.83399 6.16485 -3.74071 -0.044 -0.059 -0.006
H 5.47805 7.06789 -4.39246 -0.055 -0.079 0.012
H 4.66199 5.17166 -3.03936 -0.035 -0.011 0.033
H 4.18793 6.69799 -2.28806 -0.009 -0.005 0.025
C 0.61210 -2.20530 -8.85413 -0.028 0.016 0.042
C 0.07700 -3.54421 -8.36029 0.095 0.186 0.044
C 0.01181 -4.60442 -9.46547 -0.077 0.160 0.133
C -0.87756 -4.17829 -10.54797 0.330 -0.320 0.301
N -1.58179 -3.84552 -11.38533 -0.326 0.212 -0.357
H -0.03673 -1.77453 -9.61780 0.014 -0.038 -0.036
H 0.66948 -1.49213 -8.03109 0.027 -0.010 0.004
H 1.61245 -2.31352 -9.27738 -0.002 0.009 -0.010
H -0.91803 -3.40064 -7.93448 -0.013 -0.075 0.004
H 0.71801 -3.91391 -7.55769 -0.030 -0.103 -0.024
H -0.36045 -5.54855 -9.06737 0.013 -0.036 -0.048
H 1.00403 -4.78435 -9.88176 0.000 -0.012 -0.024
C -6.39879 -0.81292 8.56576 -0.012 -0.003 0.024
C -5.74964 -0.36706 9.87118 -0.158 -0.059 -0.124
C -4.29849 0.09253 9.68678 -0.161 -0.115 0.066
C -3.46632 -0.99033 9.15979 -0.167 0.460 0.215
N -2.82403 -1.84775 8.75869 0.260 -0.392 -0.292
H -5.88327 -1.67545 8.14006 0.038 0.021 -0.003
H -7.43580 -1.10177 8.73432 -0.007 0.017 -0.010
H -6.38813 -0.00868 7.82667 0.004 -0.007 -0.009
H -5.78245 -1.18638 10.59087 0.048 0.031 0.041
H -6.32298 0.45674 10.29862 0.074 0.030 0.041
H -3.87584 0.41746 10.63764 0.051 0.019 -0.020
H -4.25018 0.93351 8.99311 0.031 0.006 -0.012
```
Positions in Å, forces in eV/Å.

## Properties
* frontier orbital gap: 7.61 eV
* charge: +1
* E: -9290.1433 hartree

---

DFT (ωB97M-V/def2-TZVPD) results for an isolated molecule of C5H8O.

XYZ file:
```
14
Properties=species:S:1:pos:R:3:forces:R:3
C 2.08535 0.98688 0.32382 0.392 0.099 0.080
C 0.57267 1.07530 0.48879 0.097 0.066 0.030
C 0.07818 0.20707 -0.54776 0.334 -0.216 -0.190
C -0.40893 -0.64814 -1.27699 -0.090 0.587 0.463
C -1.89169 -0.70479 -0.92817 -0.603 0.358 -0.087
O -2.23542 -1.90556 -0.28638 -0.051 -0.359 -0.029
H 2.34597 1.34489 -0.67606 0.164 0.012 0.222
H 2.60033 1.57235 1.08141 0.117 0.004 -0.023
H 2.38173 -0.06439 0.39142 0.128 0.241 0.068
H 0.23910 0.69249 1.46426 0.153 0.060 -0.189
H 0.18852 2.09645 0.38091 0.187 -0.136 -0.078
H -2.50485 -0.53293 -1.81065 -0.077 -0.310 -0.111
H -2.07803 0.14401 -0.24666 -0.601 -0.427 -0.112
H -1.41720 -2.37801 -0.09788 -0.150 0.023 -0.043
```
Positions in Å, forces in eV/Å.

## Properties
* SMILES: CCC#CCO
* ΔE to the lowest compared entry with this formula, charge and spin: 379.2 kJ/mol
* frontier orbital gap: 10.03 eV
* E: -270.4135 hartree

---

Record order is preserved below.
Max |F|: 1.7 9.2 2.3 0.8 eV Å⁻¹